[1]
Computed, not measured: a cluster of 2 separate species, C2H3NO3 in total in a non-equilibrium geometry, with ωB97M-V with the def2-TZVPD basis set.

Each line ends with the Mulliken charge.
Positions of all 9 atoms, in Å:
1 O 0.550 -0.527 -0.986  -0.511
2 H -0.093 2.155 1.842  0.401
3 C 1.226 0.512 1.373  -0.426
4 O -1.556 -0.963 -0.811  -0.437
5 N -0.468 -0.717 -1.578  1.056
6 C 0.575 1.462 1.632  -0.371
7 H 1.697 -0.420 1.085  0.418
8 O -0.678 -0.554 -2.748  -0.530
9 H -1.252 -0.949 0.191  0.401

Orbital gap   11.11 eV
E   -358.25160 Ha
LUMO   0.2706 eV
HOMO   -0.3982 Ha

***

[2]
Computed, not measured: an isolated molecule of C5H6N2S in a non-equilibrium geometry, with ωB97M-V with the def2-TZVPD basis set.

Each line ends with the Mulliken charge.
Positions of all 14 atoms, in Å:
1 H 1.355 -1.093 -0.054  0.262
2 N -0.122 0.240 -0.001  0.578
3 H -1.687 0.048 -2.961  0.284
4 C -1.075 0.763 -0.833  -0.380
5 N 0.183 0.747 1.275  -0.842
6 H 0.244 -1.784 -2.499  0.352
7 C -1.088 -0.011 -1.975  -0.428
8 H -1.786 1.514 -0.669  0.403
9 H 1.345 -0.954 1.752  0.251
10 C -0.101 -0.982 -1.852  -0.428
11 C 0.953 0.016 2.051  0.024
12 H 0.169 1.494 2.827  0.301
13 C 0.443 -0.853 -0.589  -0.126
14 S 1.168 0.854 3.529  -0.253

Orbital gap   8.90 eV
E   -701.71546 Ha
LUMO   0.3964 eV
HOMO   -0.3126 Ha

***

[3]
Computed, not measured: a structure of composition C33H33N2O9PPdS2, with ωB97M-V with the def2-TZVPD basis set.

Each line ends with the Mulliken charge.
Positions of all 81 atoms, in Å:
1 H -2.714 0.141 3.633  0.595
2 H 4.919 3.345 3.032  0.421
3 N -1.983 -0.880 1.960  0.495
4 O -4.209 0.241 1.595  -0.620
5 H 1.196 -2.248 -2.269  0.118
6 C -2.759 -2.367 -0.855  -0.397
7 C -3.521 -0.325 -2.583  -0.558
8 H 4.167 -3.221 -3.190  0.457
9 C 3.252 -2.015 -1.641  0.834
10 H 0.822 4.370 -3.061  0.433
11 O -1.165 -3.304 2.057  -0.284
12 C -2.571 -2.501 -2.221  -0.838
13 C 4.018 1.627 2.127  -0.520
14 C 2.880 -2.191 -0.168  -0.718
15 H 2.279 -1.642 -3.536  0.552
16 C 4.088 -2.238 0.750  -0.689
17 H 3.043 -4.103 -2.151  0.357
18 H -4.111 0.748 -0.812  0.651
19 H 3.903 -2.825 1.650  0.269
20 H 4.024 -1.239 -1.714  0.264
21 C -1.977 -0.627 3.379  -0.711
22 C 2.887 1.075 1.533  -0.521
23 H -2.114 -2.479 -4.818  0.359
24 H -0.613 0.469 -4.099  0.484
25 H -4.110 3.606 0.570  0.432
26 C -1.138 2.233 1.440  0.650
27 H -0.342 2.206 3.444  0.504
28 C 0.109 2.455 -3.731  -0.742
29 C -1.157 2.523 2.806  -0.479
30 H 1.755 -0.570 -2.239  -0.053
31 C -3.291 -1.182 -0.369  -0.247
32 O -4.075 -2.227 1.896  -0.726
33 C 3.020 -0.303 1.002  0.025
34 H -4.134 4.121 2.989  0.399
35 H -2.486 -3.160 -0.174  0.540
36 O 0.068 -5.295 1.613  -0.675
37 C 3.819 -3.333 -2.163  -1.707
38 C 4.029 2.940 2.571  -0.759
39 H 2.255 -3.071 -0.070  0.313
40 H 0.845 3.729 -0.685  0.400
41 H 2.885 4.748 2.755  0.445
42 C 1.722 1.856 1.402  0.667
43 O 0.007 -3.465 -0.041  -0.585
44 C -2.958 -1.493 -3.099  0.958
45 S 0.082 -3.885 1.367  1.017
46 C -2.207 2.633 0.642  -0.830
47 H -2.424 -0.753 -5.051  0.366
48 C 0.526 3.014 -1.432  -0.421
49 C -3.279 3.314 1.198  -0.615
50 H -2.240 3.403 4.420  0.451
51 P 0.166 1.215 0.694  2.524
52 H -2.206 2.409 -0.417  0.318
53 C -2.799 -1.665 -4.585  -1.670
54 C 0.140 1.727 -1.048  0.358
55 H 5.015 -2.538 0.270  0.374
56 C -0.282 0.822 -2.012  -0.329
57 H 4.900 1.015 2.236  0.535
58 C -0.608 -0.239 3.908  -0.036
59 C 0.514 3.375 -2.766  -0.739
60 O 0.384 -0.262 3.072  -0.573
61 H 0.106 2.737 -4.776  0.416
62 O -0.531 0.128 5.060  -0.708
63 H -0.599 -0.174 -1.720  0.275
64 H -2.124 -3.410 -2.603  0.405
65 N 2.155 -1.007 0.370  1.681
66 C -2.231 3.200 3.357  -0.972
67 H -3.761 -1.893 -5.048  0.391
68 C -3.293 3.597 2.554  -0.719
69 S -3.560 -1.012 1.349  1.128
70 C 2.048 -1.590 -2.471  -1.089
71 H 0.869 3.786 1.772  0.540
72 H 4.659 -3.698 -1.567  0.388
73 O 4.234 -0.849 1.152  -0.556
74 C -3.680 -0.155 -1.221  -0.279
75 C -0.292 1.186 -3.355  -0.759
76 O 1.180 -3.150 2.028  -0.486
77 Pd 0.041 -1.220 1.212  0.448
78 C 2.896 3.720 2.419  -0.950
79 C 1.756 3.173 1.847  -0.494
80 H -3.824 0.467 -3.259  0.361
81 H -2.295 -1.547 3.887  0.460

Orbital gap (spin up / spin down)   8.03 / 6.47 eV
E   -3329.50221 Ha
LUMO (spin up / spin down)   -0.3095 / -2.9716 eV
2S+1   5
HOMO (spin up / spin down)   -0.3063 / -0.3470 Ha

***

[4]
Computed, not measured: a cluster of 2 separate species, C3H8O2S2 in total in a non-equilibrium geometry, with ωB97M-V with the def2-TZVPD basis set.

Each line ends with the Mulliken charge.
Positions of all 15 atoms, in Å:
1 H 0.392 1.868 -0.117  0.305
2 C 0.706 0.447 1.565  -0.325
3 H 1.783 0.259 1.659  0.232
4 H 1.155 -0.302 -4.479  0.293
5 C 0.610 0.807 0.082  -0.155
6 C -0.066 -0.861 1.982  -0.606
7 H 0.365 1.150 2.322  0.325
8 O 0.453 0.255 -4.114  -0.615
9 S -1.814 -0.906 1.445  -0.309
10 S -1.940 -0.217 -0.594  -0.524
11 H -0.118 -0.882 3.068  0.267
12 O 1.109 0.128 -0.809  -0.525
13 H 0.481 -1.763 1.704  0.264
14 H -3.166 0.312 -0.306  0.066
15 H 0.051 -0.295 -3.407  0.307

Orbital gap (spin up / spin down)   3.80 / 6.88 eV
Net charge   -1
E   -1065.91253 Ha
LUMO (spin up / spin down)   3.7055 / 3.6215 eV
2S+1   2
HOMO (spin up / spin down)   -0.0034 / -0.1196 Ha

***

[5]
Computed, not measured: a structure of composition C7H9NO in a non-equilibrium geometry, with ωB97M-V with the def2-TZVPD basis set.

Each line ends with the Mulliken charge.
Positions of all 18 atoms, in Å:
1 H 1.528 -2.400 0.309  0.136
2 H -2.442 1.468 -0.095  0.389
3 C 1.474 -0.040 0.321  0.251
4 H -2.542 -1.042 -0.708  0.443
5 C -1.737 -0.547 -0.299  0.012
6 H 1.619 2.199 -0.544  0.255
7 H -0.819 -2.447 -0.894  0.242
8 H -0.693 2.718 -0.546  0.158
9 H 2.996 0.116 -0.608  0.334
10 C 0.705 -1.324 -0.152  -0.608
11 N -1.880 -0.231 1.053  -0.647
12 H 1.384 -0.031 1.471  0.231
13 C 1.008 1.301 -0.186  -0.326
14 O 2.787 -0.182 0.265  -0.481
15 C -1.608 0.830 0.010  -0.077
16 C -0.573 -1.416 -0.532  -0.322
17 H -0.863 -0.607 1.301  0.405
18 C -0.344 1.636 -0.166  -0.395

Orbital gap   9.49 eV
E   -401.91032 Ha
LUMO   0.6802 eV
HOMO   -0.3237 Ha

***

[6]
Computed, not measured: an isolated molecule of C5H3F5N4O4S in a non-equilibrium geometry, with ωB97M-V with the def2-TZVPD basis set.

Each line ends with the Mulliken charge.
Positions of all 22 atoms, in Å:
1 C -2.102 1.126 0.295  0.586
2 C 1.819 -0.286 -0.040  0.351
3 N 2.490 -1.134 -1.130  -0.347
4 S -0.949 -0.123 1.074  0.943
5 F -1.436 2.017 -0.725  -0.244
6 O 4.756 0.269 1.446  -0.565
7 F -4.356 1.666 -0.671  -0.228
8 N 2.452 0.658 0.728  0.021
9 O -1.648 -1.412 1.609  -0.532
10 H 1.387 -2.816 -2.419  0.349
11 F -4.198 -0.472 0.368  -0.179
12 N 0.357 -0.668 0.040  0.344
13 H 2.008 1.263 1.455  0.287
14 C -3.424 0.499 -0.444  0.580
15 N 0.015 -1.665 -0.866  -0.338
16 F -3.083 -0.019 -1.792  -0.207
17 C 1.302 -1.988 -1.595  0.017
18 O 4.469 1.692 -0.587  -0.589
19 H -0.916 -2.124 -1.007  0.282
20 O -0.346 0.579 2.353  -0.588
21 F -2.565 2.059 1.375  -0.203
22 C 3.967 0.879 0.532  0.260

Orbital gap   5.67 eV
E   -1609.38925 Ha
LUMO   -2.8165 eV
HOMO   -0.3118 Ha

***

[7]
Computed, not measured: a cluster of 11 separate species, C24H44Cl7N8 in total in a non-equilibrium geometry, with ωB97M-V with the def2-TZVPD basis set.

Each line ends with the Mulliken charge.
Positions of all 83 atoms, in Å:
1 H -2.946 2.291 -1.497  0.244
2 H 4.708 0.550 -0.986  0.247
3 H 1.231 -7.071 3.476  0.359
4 H -0.608 -1.373 -2.248  0.047
5 H -1.394 -0.729 0.265  0.184
6 H -5.530 2.674 1.365  0.455
7 N 2.420 -3.243 3.460  0.364
8 Cl 2.038 2.086 -4.683  -0.808
9 N 3.553 -0.957 -1.623  0.351
10 C 1.771 -4.410 3.063  -0.409
11 Cl -0.537 -0.952 -5.852  -0.480
12 C -6.621 6.016 -1.694  -0.332
13 H -5.980 5.141 -3.696  0.404
14 H 1.172 -1.760 4.068  0.228
15 H 4.303 -5.697 4.542  0.405
16 H 1.421 -1.876 2.292  0.148
17 C 3.741 -0.710 -2.986  -0.335
18 C 2.186 -2.430 -2.884  -0.339
19 C 1.899 -1.922 3.271  0.099
20 H 3.905 -1.007 2.884  0.436
21 C -6.450 4.315 0.124  -0.411
22 N -0.152 0.372 -1.186  0.716
23 H -4.210 4.431 -2.280  0.429
24 H 4.012 -1.949 -5.424  0.383
25 H -6.185 6.814 -1.093  0.353
26 Cl -1.111 -4.109 -2.348  -0.456
27 C 3.582 -3.623 4.072  -0.346
28 N -5.999 4.906 -1.046  0.187
29 C 2.988 -1.770 -5.097  -0.934
30 N 2.984 -1.629 -3.698  0.251
31 H 1.561 -3.165 -3.370  0.420
32 H -7.110 6.522 -3.802  0.305
33 C -4.844 4.218 -1.432  -0.259
34 H -2.820 0.489 2.217  0.313
35 H 0.824 -4.488 2.551  0.345
36 C 4.167 -0.236 -0.459  -0.108
37 H 3.454 0.319 0.150  0.054
38 C -0.808 0.152 0.052  -0.647
39 H 3.171 -0.561 4.439  0.453
40 H -2.661 2.264 2.040  0.269
41 C -0.422 -0.312 -2.411  -0.503
42 H 2.440 -2.669 -5.379  0.316
43 H 2.550 0.109 2.969  0.291
44 C 2.965 -0.804 3.397  -1.549
45 C 5.079 -1.258 0.339  -1.136
46 N -0.346 1.180 0.941  0.687
47 H -2.648 2.706 0.030  0.254
48 C -0.749 1.222 2.327  -0.060
49 H 2.952 -7.497 3.662  0.295
50 H 4.572 -2.156 0.693  0.232
51 C 2.582 -1.988 -1.604  -0.531
52 H -0.211 2.018 2.841  0.302
53 H 4.115 -2.859 4.619  0.452
54 C -5.579 3.310 0.494  -0.395
55 C 2.239 -6.892 3.103  -0.827
56 H 5.524 -0.636 1.116  0.398
57 Cl -1.060 -0.092 5.712  -0.886
58 N 2.573 -5.513 3.331  0.202
59 H -7.355 4.630 0.624  0.394
60 H -0.246 0.404 2.842  -0.268
61 Cl -3.898 -1.296 -1.247  -0.808
62 H -2.480 1.435 3.591  0.442
63 H 1.350 1.641 -1.877  0.568
64 H 1.004 2.861 0.671  0.472
65 C 0.536 2.006 0.205  -0.930
66 H 0.366 -0.112 -3.137  0.150
67 C -6.274 6.091 -3.251  -1.196
68 Cl 3.621 3.745 -0.435  -0.890
69 Cl -1.425 -2.727 2.191  -0.729
70 H -7.691 6.028 -1.484  0.358
71 N -4.627 3.228 -0.541  0.218
72 H 2.209 -2.307 -0.642  0.463
73 C -2.262 1.373 2.525  -1.104
74 H -5.390 6.728 -3.269  0.349
75 C 3.615 -4.998 4.090  -0.474
76 H -3.732 1.322 -0.215  0.327
77 H 2.273 -7.115 2.036  0.321
78 H 5.880 -1.631 -0.299  0.412
79 C -3.490 2.330 -0.553  -0.850
80 H -1.336 0.074 -2.862  0.285
81 H 4.430 -0.007 -3.430  0.426
82 C 0.681 1.451 -1.051  -0.332
83 H 2.540 -0.919 -5.611  0.271

Orbital gap (spin up / spin down)   4.82 / 3.22 eV
Net charge   -2
E   -4600.15503 Ha
LUMO (spin up / spin down)   2.5277 / 1.1789 eV
2S+1   2
HOMO (spin up / spin down)   -0.0841 / -0.0750 Ha

***

[8]
Computed, not measured: a structure of composition C10H14EuN5O3S in a non-equilibrium geometry, with ωB97M-V with the def2-TZVPD basis set.

Each line ends with the Mulliken charge.
Positions of all 34 atoms, in Å:
1 H 0.586 4.796 2.233  0.164
2 C -0.109 -4.197 0.430  -0.818
3 H 0.698 -3.068 3.542  0.320
4 H 1.775 3.848 3.090  0.222
5 S -0.918 2.916 0.865  -0.575
6 C 0.483 -3.078 2.479  -0.875
7 H 1.936 0.147 -3.127  0.256
8 N 0.979 1.671 2.406  -1.289
9 H 0.147 -5.172 2.379  0.382
10 H -2.793 1.254 -3.631  0.307
11 C 2.337 0.536 -2.181  -0.710
12 H 2.723 -0.321 -1.619  0.249
13 C 0.520 -1.848 1.761  0.701
14 C -2.164 0.141 -1.871  0.785
15 H -0.802 2.266 -2.873  0.203
16 H -1.859 3.286 -2.126  0.219
17 H -3.587 1.739 -2.100  0.333
18 C -2.662 1.401 -2.558  -0.546
19 H 1.115 -0.628 3.437  0.273
20 H -0.310 -2.914 -1.257  0.420
21 C 0.180 -4.234 1.834  -0.202
22 C -0.076 -2.983 -0.199  -0.147
23 N 0.225 -1.816 0.397  -0.177
24 C 0.778 -0.632 2.404  -0.667
25 N -1.563 2.325 -2.206  -0.467
26 H -0.367 -5.091 -0.123  0.348
27 N 0.598 0.502 1.750  0.623
28 N 1.032 3.921 2.421  -0.427
29 H 3.204 1.159 -2.437  0.248
30 Eu -0.286 0.547 -0.516  1.016
31 O -1.190 -0.448 -2.419  -0.600
32 C 0.463 2.753 1.940  0.598
33 O 1.374 1.248 -1.457  -0.569
34 O -2.466 -0.026 -0.666  -0.601

Orbital gap (spin up / spin down)   4.74 / 6.75 eV
Net charge   -1
E   -1997.59049 Ha
LUMO (spin up / spin down)   2.7969 / 2.7928 eV
2S+1   8
HOMO (spin up / spin down)   -0.0714 / -0.1454 Ha